Entry from OMol25: a 2-piece molecular cluster, C3H11N2O2 overall (wB97M-V/def2-TZVPD).

* ΔE to the lowest compared entry with this formula, charge and spin: 39.82 kcal/mol
* charge: +1
* multiplicity: 1

Structure (XYZ):
```
18
Properties=species:S:1:pos:R:3:forces:R:3
O -1.883505 -0.409442 -0.666496 0.52 -0.80 0.66
C -1.234603 0.337470 0.032047 -1.45 0.56 -0.45
N -1.838644 1.321781 0.761212 1.37 -0.77 -0.37
C 0.285618 0.285995 0.094292 -0.76 0.97 0.18
N 0.685741 -1.102526 0.429583 1.41 0.39 0.85
C 1.956690 -1.133936 1.264886 0.24 -0.40 -1.52
H -2.843022 1.272672 0.761971 -0.11 0.36 0.29
H -1.282077 1.773790 1.466583 -0.62 0.33 0.16
H 0.700636 0.670309 -0.833436 -0.03 -0.66 -0.29
H 0.635381 0.995888 0.845010 0.23 -0.51 0.36
H 0.896786 -1.694100 -0.371780 -0.50 0.23 -0.42
H -0.045405 -1.571099 0.962286 -0.28 0.00 -0.16
H 2.773421 -0.782655 0.638065 -0.13 0.49 -0.07
H 2.178788 -2.187228 1.339839 0.01 -0.25 1.07
H 1.879657 -0.515141 2.147021 -0.21 -0.36 0.28
H -1.386611 0.351330 -3.210107 0.01 -0.61 0.56
H -0.714080 1.616640 -3.065434 0.48 0.16 0.36
O -0.764778 0.770249 -2.595541 -0.16 0.87 -1.49
```
Forces are in eV/Å.

Mulliken population analysis, charges in e, atoms 1 to 2: O -0.577; C 0.546

***

Entry from OMol25: an isolated molecule of C5H7NO (wB97M-V/def2-TZVPD).

* ΔE to the lowest compared entry with this formula, charge and spin: 41.85 kcal/mol
* charge: 0
* multiplicity: 1
* SMILES: CC[C@@]1(C#N)CO1

Structure (XYZ):
```
14
Properties=species:S:1:pos:R:3:forces:R:3
C -1.702279 0.289515 0.312490 -0.03 0.03 -0.01
C -0.620025 -0.775504 0.133548 0.07 -0.15 -0.03
C 0.693629 -0.179453 -0.307637 -0.14 0.23 0.01
C 1.742318 0.212950 0.649890 0.33 0.38 -0.44
O 1.889078 -0.914157 -0.193002 0.39 -0.59 -0.47
C 0.667298 0.519635 -1.590540 -0.28 0.79 -1.00
N 0.627577 1.044981 -2.620727 0.04 -0.52 1.06
H -1.413844 1.025070 1.072008 -0.02 -0.12 -0.11
H -2.640945 -0.173023 0.630133 0.13 0.07 -0.05
H -1.891703 0.826397 -0.623556 0.04 -0.09 0.14
H -0.437725 -1.307744 1.072285 -0.02 0.03 -0.12
H -0.919807 -1.514486 -0.614672 -0.07 0.01 0.08
H 2.351703 1.107873 0.430397 -0.18 -0.69 0.23
H 1.654722 -0.162057 1.649388 -0.25 0.63 0.70
```
Forces are in eV/Å.

Mulliken population analysis, charges in e, atoms 1 to 2: C -1.113; C -0.509

***

DFT total energy for the records above, in order: -380.650420, -324.657780 Ha
Strongest force on any atom for the records above, in order: 1.7, 1.3 eV/A
Kohn-Sham gap for the records above, in order: 10.558, 11.905 eV